Record 1
Computed, not measured: a molecular structure, C3H3NO in a non-equilibrium geometry, with the ωB97M-V functional and the def2-TZVPD basis.

XYZ file:
```
8
Properties=species:S:1:pos:R:3:forces:R:3:nbo_charge:R:1
C 0.664354 1.089846 -0.217092 0.14 -0.01 -0.16 -0.796
C 0.077397 -0.113189 0.350912 0.47 0.71 0.31 0.329
O -0.395189 -0.976143 -0.583028 -0.21 0.18 0.89 -0.469
C -1.050090 -1.768270 0.259885 -0.98 -1.41 0.03 0.521
N -1.666474 -2.447896 0.962422 0.45 0.35 -0.74 -0.356
H 0.802212 1.145841 -1.298789 0.01 0.00 -0.01 0.222
H -0.024105 1.870060 0.146990 0.16 0.01 -0.12 0.281
H 1.587866 1.243959 0.352514 -0.04 0.18 -0.20 0.269
```
Forces are in eV/Å.

The value obtained for the energy above the lowest of the compared OMol25 structures with the same formula, charge and spin is 89.2 kcal per mole. As for the total charge: 0. As for the HOMO energy: -9.64 eV. The value obtained for the largest force on an atom is 0.03341 Eh/bohr. For the HOMO-LUMO gap, the calculation gives 0.348 hartree. Its total energy is -245.94942 hartree.

***

Record 2
Computed, not measured: C3H3NO in the gas phase, with the ωB97M-V functional and the def2-TZVPD basis.

XYZ file:
```
8
Properties=species:S:1:pos:R:3:forces:R:3:nbo_charge:R:1
C -0.856341 0.337161 -0.805927 0.13 0.04 0.03 -0.432
C 0.395477 0.597291 -0.440668 -0.25 -0.01 -0.20 -0.013
N 1.002644 0.068312 0.711371 -0.12 -0.45 0.31 -0.572
C 0.692647 -0.894052 1.383116 0.00 -0.23 0.19 0.889
O 0.481677 -1.809793 2.080274 0.19 0.66 -0.42 -0.491
H -1.268218 0.748817 -1.719331 0.09 0.02 0.12 0.214
H -1.498778 -0.295049 -0.197658 0.08 0.07 -0.13 0.199
H 1.050893 1.247314 -1.011178 -0.12 -0.09 0.09 0.207
```
Forces are in eV/Å.

The value obtained for the energy above the lowest of the compared OMol25 structures with the same formula, charge and spin is 2.6 kcal per mole. As for the total charge: 0. As for the HOMO energy: -9.55 eV. The value obtained for the largest force on an atom is 0.01566 Eh/bohr. As for the SMILES: C=CN=C=O. For the HOMO-LUMO gap, the calculation gives 0.382 hartree. Its total energy is -246.08742 hartree.

***

Record 3
Computed, not measured: 2 unconnected molecules or ions with the total composition C3H3NO in a non-equilibrium geometry, with the ωB97M-V functional and the def2-TZVPD basis.

XYZ file:
```
8
Properties=species:S:1:pos:R:3:forces:R:3:nbo_charge:R:1
C 1.250798 -0.831554 -0.223072 1.36 -0.24 -0.75 0.301
C 4.444787 -0.101842 -0.041479 0.76 -0.50 -0.32 0.526
C 0.121787 -0.186248 0.435778 0.54 -0.33 1.71 -0.731
N 2.189195 -1.255844 -0.759043 -1.76 0.29 0.68 -0.346
O 3.937417 0.742351 0.491742 -0.35 0.73 0.45 -0.528
H -0.174934 -0.762387 1.323347 0.52 -0.03 0.03 0.255
H -0.759410 -0.305531 -0.143501 -0.67 0.73 -0.96 0.258
H 0.383477 0.825875 0.826685 -0.39 -0.65 -0.85 0.265
```
Forces are in eV/Å.

The value obtained for the energy above the lowest of the compared OMol25 structures with the same formula, charge and spin is 5.9 kcal per mole. As for the total charge: 0. As for the HOMO energy: -11.69 eV. The value obtained for the largest force on an atom is 0.03702 Eh/bohr. For the HOMO-LUMO gap, the calculation gives 0.456 hartree. Its total energy is -246.08220 hartree.

***

Record 4
Computed, not measured: C3H3NO in the gas phase in a non-equilibrium geometry, with the ωB97M-V functional and the def2-TZVPD basis.

XYZ file:
```
8
Properties=species:S:1:pos:R:3:forces:R:3:nbo_charge:R:1
C 0.136258 1.002090 0.166276 0.19 -0.16 -0.13 -0.175
C 0.326477 -0.430324 0.298136 -0.82 0.09 0.43 0.038
O 0.901774 -1.017750 1.233572 -0.18 -0.05 -0.07 -0.584
C -0.793634 -1.041041 -0.477411 -0.93 -1.06 -0.48 0.208
N -1.776161 -1.473314 -0.904543 0.86 0.33 0.18 -0.278
H 0.204552 1.635888 1.058842 0.99 -0.13 -0.46 0.235
H 1.148714 -0.135860 -0.589434 0.06 1.35 0.32 0.333
H -0.154414 1.459243 -0.778673 -0.17 -0.37 0.20 0.222
```
Forces are in eV/Å.

The value obtained for the energy above the lowest of the compared OMol25 structures with the same formula, charge and spin is 95.9 kcal per mole. As for the total charge: 0. As for the HOMO energy (spin up / spin down): -10.10 / -10.29 eV. The value obtained for the largest force on an atom is 0.02895 Eh/bohr. For the HOMO-LUMO gap (spin up / spin down), the calculation gives 0.297 / 0.310 hartree. Its total energy is -245.93874 hartree.

***

> Number 1 is which compound?

C3H3NO